{"formula": "C17H33MnN4Sb", "method": "ωB97M-V with the def2-TZVPD basis set", "s2": 0.826, "total_charge": 2, "homo_lumo_gap_ev": [8.3, 8.4], "fmax_ev_per_a": 1.08, "homo_ev": [-14.66, -14.58], "total_energy_ev": -61968.244, "spin_multiplicity": 2, "elements": ["Mn", "C", "C", "N", "C", "C", "C", "C", "C", "C", "C", "N", "C", "C", "N", "N", "H", "H", "H", "H", "H", "H", "H", "H", "H", "H", "H", "H", "H", "H", "H", "H", "H", "H", "C", "C", "Sb", "C", "C", "C", "C", "H", "H", "H", "H", "H", "H", "H", "H", "H", "H", "H", "H", "H", "H", "H"], "coordinates": [[0.0751, 0.1260, -0.1843], [2.3384, 0.3806, 1.6323], [1.8164, 1.7841, 1.4166], [0.3598, 1.7435, 1.1467], [-0.4726, 1.5614, 2.3585], [-0.7871, 0.1103, 2.5704], [-1.1555, -0.4332, 3.7852], [-1.4593, -1.7859, 3.8410], [-1.3728, -2.5582, 2.6910], [-0.9973, -1.9445, 1.5130], [-0.9057, -2.6428, 0.1906], [-0.0071, -1.9037, -0.7264], [1.3924, -2.3916, -0.7171], [2.1105, -1.8489, 0.4968], [2.0074, -0.3802, 0.4115], [-0.7176, -0.6353, 1.4595], [1.8742, -0.1144, 2.4865], [3.4123, 0.4127, 1.8254], [2.2920, 2.2057, 0.5289], [2.0523, 2.4381, 2.2591], [0.1017, 2.6387, 0.7412], [-1.4135, 2.0946, 2.2051], [0.0006, 2.0022, 3.2381], [-1.2010, 0.1889, 4.6690], [-1.7574, -2.2379, 4.7779], [-1.5914, -3.6174, 2.7083], [-1.9034, -2.6596, -0.2543], [-0.5933, -3.6828, 0.3050], [-0.3688, -2.0414, -1.6659], [1.8728, -2.0008, -1.6157], [1.4409, -3.4818, -0.7646], [3.1454, -2.1970, 0.5010], [1.6590, -2.1752, 1.4348], [2.6418, -0.0707, -0.3203], [0.9572, 1.8872, -5.5752], [1.7484, 1.6988, -4.2845], [0.5414, 1.3429, -2.5768], [-1.3077, 0.4398, -3.2301], [-2.2915, 1.2898, -4.0340], [-0.2463, 3.2663, -2.0345], [-0.4716, 4.2762, -3.1606], [1.6502, 2.0679, -6.3977], [0.2821, 2.7389, -5.5233], [0.3796, 0.9983, -5.8284], [2.3410, 2.5765, -4.0223], [2.4367, 0.8572, -4.3540], [-1.8001, 0.1030, -2.3072], [-1.0347, -0.4714, -3.7702], [-2.6724, 2.1238, -3.4441], [-3.1482, 0.6895, -4.3422], [-1.8368, 1.6957, -4.9348], [0.4564, 3.6820, -1.3064], [-1.1811, 3.0508, -1.5087], [0.4634, 4.5190, -3.6674], [-0.8747, 5.2095, -2.7663], [-1.1714, 3.9058, -3.9076]]}


{"formula": "C4H12N2O", "method": "ωB97M-V with the def2-TZVPD basis set", "total_charge": 0, "homo_lumo_gap_ev": 9.4, "smiles": "CC[C@H](N)N(C)O", "fmax_ev_per_a": 4.90, "homo_ev": -8.46, "total_energy_ev": -9367.423, "spin_multiplicity": 1, "elements": ["C", "C", "C", "N", "N", "C", "O", "H", "H", "H", "H", "H", "H", "H", "H", "H", "H", "H", "H"], "coordinates": [[1.2075, 2.1206, 0.6329], [0.4308, 0.9377, 1.1633], [0.3667, -0.4449, 0.0485], [0.7371, -0.1379, -1.2821], [-0.9864, -0.8344, 0.1853], [-1.1317, -2.3637, -0.5348], [-1.8003, 0.0600, -0.6000], [1.3173, 2.8951, 1.4029], [0.6721, 2.5842, -0.2030], [2.2075, 1.8303, 0.2998], [-0.5641, 1.2643, 1.4740], [0.9122, 0.5102, 2.0482], [1.0442, -1.1715, 0.4979], [0.0118, 0.4096, -1.7304], [1.6877, 0.1905, -1.3849], [-0.3196, -2.6654, -1.1984], [-2.0467, -2.3619, -1.1308], [-1.2118, -3.0605, 0.3000], [-2.5345, 0.2381, 0.0115]]}


{"formula": "C4H3Br2NOS", "method": "ωB97M-V with the def2-TZVPD basis set", "total_charge": 0, "homo_lumo_gap_ev": 8.2, "fmax_ev_per_a": 5.57, "homo_ev": -9.26, "total_energy_ev": -158651.010, "spin_multiplicity": 1, "elements": ["C", "C", "C", "C", "N", "O", "S", "Br", "Br", "H", "H", "H"], "coordinates": [[0.8250, 0.0380, 0.0124], [2.0208, 0.9024, 0.0733], [-1.0052, 1.0507, -0.0595], [-0.7970, -1.6640, -0.4244], [0.5169, -1.1077, -0.1976], [2.2648, 1.8643, -0.6012], [-2.0322, -0.2401, -0.6325], [-1.5582, 1.5584, 1.7708], [-1.1566, -2.6239, 1.3002], [2.8062, 0.4856, 0.8141], [-1.1545, 1.9186, -0.6600], [-0.7301, -2.1823, -1.3957]]}


{"formula": "C49H45BBrF4N9O4P2Sr", "method": "ωB97M-V with the def2-TZVPD basis set", "s2": 0.761, "total_charge": 1, "homo_lumo_gap_ev": [6.7, 3.4], "fmax_ev_per_a": 3.71, "homo_ev": [-9.90, -9.90], "total_energy_ev": -174142.816, "spin_multiplicity": 2, "elements": ["Sr", "C", "C", "C", "C", "N", "N", "B", "N", "C", "C", "C", "C", "N", "N", "C", "C", "C", "C", "N", "N", "C", "C", "C", "C", "N", "H", "H", "H", "H", "H", "H", "H", "H", "H", "H", "H", "H", "H", "H", "H", "H", "H", "H", "H", "H", "O", "C", "O", "C", "C", "C", "C", "C", "N", "C", "O", "O", "H", "H", "H", "H", "F", "C", "C", "F", "C", "F", "C", "P", "C", "C", "C", "C", "C", "C", "C", "C", "C", "C", "C", "C", "C", "Br", "C", "F", "H", "H", "H", "H", "H", "H", "H", "H", "H", "H", "C", "P", "C", "C", "C", "C", "C", "C", "C", "H", "H", "H", "H", "H", "H", "H", "H", "H", "H", "H"], "coordinates": [[0.1310, -1.3642, -0.6424], [-1.6433, -2.1309, 2.3206], [-1.5589, -3.3743, 1.5582], [-1.8251, -4.7300, 1.8745], [-1.6200, -5.4586, 0.7196], [-1.2868, -4.6040, -0.3002], [-1.1467, -3.3340, 0.2644], [-1.1382, -4.7804, -1.8260], [-2.0092, -3.7539, -2.6796], [-2.8167, -4.0112, -3.7412], [-3.2325, -2.8261, -4.3101], [-2.4986, -1.8225, -3.6065], [-2.2544, -0.3596, -3.8552], [-1.8242, -2.3680, -2.6106], [0.3622, -4.4817, -2.1954], [1.2045, -5.4387, -2.6950], [2.2510, -4.8244, -3.3433], [1.9966, -3.3904, -3.2096], [2.8199, -2.3391, -3.8215], [0.8905, -3.2183, -2.4423], [-1.5133, -6.2563, -2.1099], [-1.4875, -6.8482, -3.3752], [-2.5556, -7.7153, -3.4487], [-3.1649, -7.6454, -2.1553], [-4.4031, -8.3198, -1.7035], [-2.5570, -6.7781, -1.3777], [-2.3278, -2.2626, 3.1382], [-0.6527, -1.8767, 2.7153], [-2.0589, -1.3593, 1.6741], [-2.1115, -5.1331, 2.8530], [-1.7329, -6.5243, 0.5279], [-3.0690, -5.0564, -4.0396], [-3.9263, -2.7627, -5.1274], [-2.7319, 0.2830, -3.0686], [-1.2031, -0.1700, -3.8935], [-2.7664, -0.1897, -4.8314], [0.9026, -6.4702, -2.5006], [3.1284, -5.2713, -3.7522], [3.6324, -2.8188, -4.3483], [2.2767, -1.7567, -4.4988], [3.2201, -1.6134, -3.0995], [-0.7688, -6.6289, -4.1427], [-2.8086, -8.3016, -4.2899], [-4.9230, -8.7308, -2.5702], [-4.2468, -9.1634, -0.9940], [-5.1034, -7.6308, -1.2064], [4.0104, -2.9921, 2.2788], [3.0980, -2.4587, 1.4792], [1.9262, -2.7699, 1.4980], [3.6062, -1.4140, 0.5091], [4.9732, -0.9979, 0.4837], [5.2844, 0.0917, -0.3095], [4.3162, 0.7907, -1.0067], [2.9548, 0.3258, -0.9262], [2.7143, -0.8264, -0.2818], [1.8686, 1.2583, -1.4531], [2.2656, 2.4635, -1.4963], [0.7274, 0.6685, -1.7233], [3.5977, -3.6198, 2.9181], [5.7420, -1.4466, 1.1230], [6.3281, 0.4709, -0.4449], [4.4508, 1.7344, -1.5263], [-5.7049, 5.6300, 0.3973], [-4.3665, 5.3618, 0.2706], [-3.5086, 6.3896, -0.1155], [-3.9767, 7.6145, -0.1233], [-2.2005, 6.1151, -0.3986], [-1.4616, 7.1529, -0.7922], [-1.6820, 4.8046, -0.3837], [0.0314, 4.4169, -0.8025], [1.0009, 5.5108, 0.2383], [0.4797, 6.1783, 1.3419], [1.2594, 6.9328, 2.1465], [2.6371, 6.9665, 1.9229], [3.1816, 6.4188, 0.7705], [2.3670, 5.6360, -0.0297], [0.1493, 5.2420, -2.4667], [0.6038, 6.5478, -2.6873], [0.4575, 7.1259, -3.9201], [-0.1179, 6.4218, -4.9690], [-0.5175, 5.1040, -4.7624], [-0.3720, 4.5025, -3.5304], [-2.5540, 3.8141, 0.1106], [-1.8398, 2.0419, 0.6162], [-3.8855, 4.0719, 0.4262], [-4.6519, 3.0889, 1.0112], [-0.6074, 6.0758, 1.4915], [0.7979, 7.3716, 3.0237], [3.2530, 7.4043, 2.7316], [4.2189, 6.5813, 0.4763], [2.7925, 5.0612, -0.8406], [1.1287, 7.0836, -1.8740], [0.8172, 8.1766, -4.0678], [-0.1312, 6.8183, -5.9701], [-0.9336, 4.5182, -5.6397], [-0.6440, 3.4760, -3.3077], [1.6993, 2.2768, 4.3998], [0.2993, 1.1626, 4.3213], [-0.9922, 2.2255, 5.0601], [0.7085, 0.0566, 5.7450], [2.0342, -0.2573, 6.1774], [2.2625, -1.1647, 7.2083], [1.1714, -1.8520, 7.8553], [-0.0950, -1.6547, 7.3963], [-0.3369, -0.6943, 6.3166], [2.6230, 1.6699, 4.1060], [1.8805, 2.6367, 5.4608], [1.7316, 3.0801, 3.6199], [-0.9254, 2.4693, 6.1272], [-1.9879, 1.8024, 4.9190], [-1.0000, 3.1918, 4.5409], [2.8535, 0.2784, 5.6554], [3.2996, -1.2789, 7.5716], [1.4229, -2.5443, 8.6359], [-0.9947, -2.2012, 7.7087], [-1.3867, -0.5266, 5.9253]]}